No. 1
ORCA calculation (wB97M-V/def2-TZVPD) on C10H11N3O4SY as an isolated structure.

Last column: natural (NBO) charge in e.
Cartesian coordinates (Å):
1 Y -0.90948 -0.75692 -1.82886  2.309
2 O -4.44073 1.84164 -0.82225  -0.564
3 C -3.30031 1.30190 -1.02696  0.835
4 O -3.10762 0.09661 -1.25419  -0.729
5 C -2.12748 2.23640 -0.93416  0.087
6 C -2.23559 3.59734 -0.68606  -0.127
7 C -1.06186 4.32923 -0.55791  -0.085
8 C 0.16534 3.67647 -0.63442  -0.144
9 C 0.17962 2.31347 -0.89115  0.063
10 N -0.95099 1.62391 -1.06635  -0.545
11 C 1.40387 1.43363 -0.94208  0.834
12 O 2.59105 1.88725 -0.78793  -0.554
13 O 1.24701 0.21762 -1.11128  -0.721
14 H -5.20824 1.24074 -0.84899  0.559
15 H -3.20781 4.06311 -0.59168  0.290
16 H -1.10187 5.39700 -0.38365  0.287
17 H 1.07591 4.24364 -0.48906  0.261
18 H 2.72840 2.83704 -0.65963  0.541
19 S -1.12693 -2.32997 0.28871  -0.324
20 C 0.43000 -2.94484 0.81012  0.386
21 N 1.56660 -3.03768 0.13459  -0.542
22 C 2.63963 -3.65297 0.94543  -0.232
23 C 1.91967 -3.94542 2.27624  -0.236
24 N 0.56511 -3.43020 2.02035  -0.510
25 H 1.70708 -2.81402 -0.82756  0.418
26 H 3.46997 -2.95915 1.06105  0.238
27 H 3.00940 -4.55708 0.46648  0.248
28 H 2.36695 -3.42641 3.12142  0.247
29 H 1.88447 -5.00750 2.51069  0.253
30 H -0.17115 -3.47485 2.70908  0.457

As for the LUMO energy: -0.4153 Ha. Its total charge is +3. The highest occupied orbital energy comes out at -18.77 eV. The HOMO-LUMO gap comes out at 7.47 eV.

No. 2
ORCA calculation (wB97M-V/def2-TZVPD) on an isolated ion of composition C10H11N4 and charge +1.

Last column: natural (NBO) charge in e.
Cartesian coordinates (Å):
1 C 3.21387 0.47240 -0.45034  -0.173
2 C 2.82684 1.81481 -0.18716  -0.176
3 C 2.43810 -0.71970 -0.25170  -0.210
4 C 1.51131 2.01598 0.20467  -0.190
5 C 1.07855 -0.47557 -0.06099  0.114
6 C 0.69926 0.88169 0.13855  0.085
7 C -3.05053 1.23493 -0.57566  0.169
8 C -2.48409 -0.82267 0.47308  -0.327
9 C -1.06772 -0.44543 0.41960  0.431
10 C 0.09742 -2.68121 0.09739  -0.438
11 N -0.07246 -1.24706 0.15912  -0.308
12 N -0.63209 0.83484 0.48412  -0.218
13 N -3.28012 -0.02623 -0.40582  -0.228
14 N -2.41129 1.95568 0.30242  -0.358
15 H 4.29321 0.40995 -0.63165  0.236
16 H 3.44885 2.64181 -0.19030  0.235
17 H 2.84032 -1.67788 -0.40906  0.239
18 H 1.17492 2.94207 0.57924  0.236
19 H -3.58215 1.68394 -1.39131  0.227
20 H -2.57504 -1.81957 0.17108  0.241
21 H -2.74104 -0.60387 1.43491  0.275
22 H -0.74207 -3.19378 -0.35093  0.234
23 H 0.92243 -2.89211 -0.71403  0.242
24 H 0.33714 -3.26526 1.00244  0.247
25 H -2.24359 2.98227 0.15234  0.411

As for the LUMO energy (spin up / spin down): -0.2330 / -0.2325 Ha. Its total charge is +1. The highest occupied orbital energy (spin up / spin down) comes out at -12.54 / -12.50 eV. The HOMO-LUMO gap (spin up / spin down) comes out at 6.20 / 6.17 eV. As for the energy relative to the best compared isomer or geometry (same formula, charge and spin): 280.8 kJ/mol.

No. 3
ORCA calculation (wB97M-V/def2-TZVPD) on a single C10H11NO molecule.

Last column: natural (NBO) charge in e.
Cartesian coordinates (Å):
1 C 3.03813 -0.59428 0.26476  -0.202
2 C 2.00448 -1.55528 -0.09706  -0.258
3 C 2.85947 0.75828 0.02889  -0.187
4 C 0.76059 -1.11169 -0.51483  -0.159
5 C 1.56654 1.29059 -0.46620  -0.349
6 C 0.43656 0.26993 -0.54561  -0.142
7 C 1.14521 2.59048 0.26149  0.084
8 C -0.86537 0.77065 -0.56856  0.357
9 C -2.94157 -0.07430 0.74592  -0.589
10 C -2.17289 0.05093 -0.62886  -0.452
11 N -0.06711 2.87971 0.37022  -0.101
12 O -0.98050 2.08139 -0.41872  -0.388
13 H 3.96860 -1.07436 0.53174  0.216
14 H 2.32951 -2.56380 -0.14706  0.211
15 H 3.68939 1.46658 0.23078  0.214
16 H -0.12727 -1.72182 -0.47782  0.211
17 H 1.49380 1.77909 -1.54282  0.226
18 H 1.79720 3.13489 1.07612  0.229
19 H -2.28590 -0.47116 1.46393  0.204
20 H -3.83852 -0.72692 0.66723  0.211
21 H -3.22811 0.81221 1.14760  0.211
22 H -2.92723 0.63632 -1.33046  0.230
23 H -2.03782 -1.00523 -1.11832  0.223

As for the LUMO energy (spin up / spin down): 0.0063 / 0.0063 Ha. The highest occupied orbital energy (spin up / spin down) comes out at -7.32 / -7.32 eV. Its SMILES is CCC1=C2C=CC=C[C@@H]2C=NO1. The HOMO-LUMO gap (spin up / spin down) comes out at 7.49 / 7.49 eV. As for the energy relative to the best compared isomer or geometry (same formula, charge and spin): 488.2 kJ/mol.

No. 4
ORCA calculation (wB97M-V/def2-TZVPD) on a single C10H11NO2 molecule.

Last column: natural (NBO) charge in e.
Cartesian coordinates (Å):
1 C 3.38936 -0.73638 -0.34448  -0.234
2 C 2.30191 -1.11391 -1.12514  -0.194
3 C 3.17713 0.27056 0.60262  -0.193
4 C 1.01470 -0.57206 -1.04413  -0.219
5 C 1.84778 0.84811 0.71707  -0.193
6 C 0.79528 0.33977 -0.00633  -0.081
7 C -1.53537 0.45073 -0.83325  0.656
8 C -1.33498 0.15213 1.32202  -0.215
9 C -0.45962 1.06625 0.10330  0.212
10 C -3.27478 -1.07771 0.07921  -0.407
11 N -2.10807 -0.27212 0.20456  -0.438
12 O -1.89845 0.57451 -1.99106  -0.605
13 O -0.44180 2.44775 0.30347  -0.704
14 H 4.40512 -1.27025 -0.42119  0.228
15 H 2.31576 -2.04711 -1.85870  0.214
16 H 3.97583 0.79471 1.11045  0.216
17 H 0.34504 -0.74296 -1.83045  0.232
18 H 1.62647 1.57646 1.44283  0.219
19 H -0.63808 -0.59738 1.81628  0.198
20 H -1.90501 0.81571 1.96039  0.195
21 H -3.34657 -1.12010 -0.93753  0.225
22 H -3.09606 -2.10578 0.65746  0.197
23 H -4.27324 -0.64675 0.41175  0.195
24 H -0.88234 2.96582 -0.33913  0.497

As for the LUMO energy: 0.0268 Ha. The highest occupied orbital energy comes out at -9.22 eV. Its SMILES is CN1C[C@@](O)(c2ccccc2)C1=O. The HOMO-LUMO gap comes out at 9.95 eV. As for the energy relative to the best compared isomer or geometry (same formula, charge and spin): 296.1 kJ/mol.

No. 5
ORCA calculation (wB97M-V/def2-TZVPD) on a 2-piece molecular cluster, C10H11O4S overall.

Last column: Löwdin spin population.
Cartesian coordinates (Å):
1 C -3.17112 -0.01336 -0.76583  0.000
2 C -3.02243 0.08515 0.65339  0.008
3 C -2.09043 0.49196 -1.54840  0.011
4 C -1.86666 0.66751 1.22787  0.014
5 C -0.97176 1.04440 -1.00715  0.005
6 C -0.92625 1.15076 0.36434  0.064
7 C 2.46033 1.54246 -0.55001  0.089
8 C 0.62947 -2.29007 0.56988  0.100
9 C 1.88588 0.94001 0.59543  0.521
10 C 1.55748 -1.78679 -0.43520  0.424
11 O 2.13583 2.57664 -1.13207  0.145
12 O 3.57924 0.85348 -1.07475  0.017
13 O 0.38979 1.56112 2.55987  0.030
14 O 2.73722 -2.13344 -0.48100  0.321
15 S 0.58176 1.94695 1.13247  0.113
16 H -4.01716 -0.45793 -1.30983  0.000
17 H -3.78316 -0.31979 1.24862  0.001
18 H -2.10353 0.28552 -2.65133  0.003
19 H -1.66680 0.86315 2.28407  0.002
20 H -0.11178 1.43261 -1.63097  0.000
21 H -0.32096 -2.61815 0.10453  0.012
22 H 0.93776 -3.20032 1.05446  0.008
23 H 0.42124 -1.66486 1.47257  0.035
24 H 2.39639 0.38197 1.31712  0.024
25 H 0.99531 -1.25244 -1.15448  0.052
26 H 3.34431 -0.08655 -0.84360  0.002

As for the LUMO energy (spin up / spin down): 0.1131 / 0.0378 Ha. Its total charge is -1. The highest occupied orbital energy (spin up / spin down) comes out at -0.10 / -4.19 eV. Its multiplicity is 3. The HOMO-LUMO gap (spin up / spin down) comes out at 3.18 / 5.22 eV. As for the energy relative to the best compared isomer or geometry (same formula, charge and spin): 0.0 kJ/mol.

No. 6
ORCA calculation (wB97M-V/def2-TZVPD) on a single C10H11P molecule.

Last column: natural (NBO) charge in e.
Cartesian coordinates (Å):
1 C 2.63428 -1.06301 -0.28282  -0.215
2 C 1.79687 -1.34659 -1.33793  -0.214
3 C 2.23500 -0.29866 0.80203  -0.230
4 C 0.50327 -0.87518 -1.30063  -0.197
5 C 0.91613 0.16763 0.86682  0.010
6 C 0.01887 -0.18182 -0.17829  -0.090
7 C 0.14618 0.84915 1.90995  -0.220
8 C -1.08542 1.13183 1.44931  -0.200
9 C -1.28566 0.28868 0.20475  -0.304
10 C -1.45868 1.62833 -1.11231  -0.573
11 P -2.78197 -0.76178 0.37280  0.352
12 H 3.67867 -1.49881 -0.41551  0.213
13 H 2.05294 -1.94549 -2.11288  0.205
14 H 2.97592 -0.06002 1.64763  0.216
15 H -0.05530 -1.23149 -2.18422  0.211
16 H 0.68244 1.20414 2.83766  0.218
17 H -1.84150 1.65230 1.86037  0.211
18 H -2.22150 2.42006 -0.74227  0.207
19 H -1.79348 1.04498 -2.02202  0.222
20 H -0.55173 2.18815 -1.01343  0.219
21 H -2.13803 -1.71929 1.39445  -0.006
22 H -2.42731 -1.59311 -0.64346  -0.035

As for the LUMO energy: 0.0275 Ha. The highest occupied orbital energy comes out at -8.43 eV. Its SMILES is C[C@]1(P)C=Cc2ccccc21. The HOMO-LUMO gap comes out at 9.18 eV. As for the energy relative to the best compared isomer or geometry (same formula, charge and spin): 206.2 kJ/mol.

No. 7
ORCA calculation (wB97M-V/def2-TZVPD) on C10H12Br6F6O4 as an isolated structure.

Last column: natural (NBO) charge in e.
Cartesian coordinates (Å):
1 C -1.12277 -1.45173 -0.27892  -0.499
2 Br -1.03494 -0.80360 -2.08809  0.091
3 Br -2.71592 -0.83503 0.61763  0.081
4 Br 0.45802 -0.97512 0.70496  0.100
5 H -1.15641 -2.53067 -0.33649  0.222
6 C 0.69594 -5.37479 0.27250  -0.491
7 Br -0.73155 -5.58589 -1.01251  0.081
8 Br -0.03804 -4.70973 1.94261  0.083
9 Br 2.03301 -4.17394 -0.39718  0.111
10 H 1.12434 -6.34355 0.47342  0.228
11 C -5.56911 3.34368 0.78134  -0.637
12 C -4.53427 2.30160 1.13521  -0.083
13 O -3.35492 2.47914 0.35576  -0.478
14 C -2.36650 3.17425 0.90893  0.699
15 O -2.41730 3.81997 1.90816  -0.538
16 C -1.06481 3.00307 0.09610  0.899
17 F -1.19373 2.14896 -0.91938  -0.306
18 F -0.68658 4.19273 -0.39969  -0.311
19 F -0.10634 2.56244 0.90259  -0.301
20 H -5.23937 4.34521 1.07121  0.221
21 H -6.53829 3.17837 1.24710  0.223
22 H -5.69791 3.39932 -0.30348  0.216
23 H -4.91574 1.29475 0.97638  0.192
24 H -4.28564 2.38000 2.19577  0.203
25 C 2.52342 -1.22827 -2.69089  -0.635
26 C 3.31731 -0.23737 -1.86897  -0.079
27 O 3.55284 -0.80567 -0.56390  -0.481
28 C 4.27153 -0.07720 0.25878  0.695
29 O 4.68454 1.02897 0.07434  -0.540
30 C 4.45576 -0.78203 1.61877  0.898
31 F 3.63383 -0.20026 2.50976  -0.312
32 F 4.16784 -2.08170 1.57780  -0.306
33 F 5.70295 -0.64270 2.05055  -0.301
34 H 2.09668 -0.72254 -3.55329  0.224
35 H 1.76933 -1.73867 -2.10254  0.229
36 H 3.18963 -2.01022 -3.06926  0.209
37 H 2.80135 0.71727 -1.76995  0.201
38 H 4.29183 -0.05904 -2.32512  0.195

As for the LUMO energy: -0.0075 Ha. The highest occupied orbital energy comes out at -10.27 eV. The HOMO-LUMO gap comes out at 10.07 eV. As for the energy relative to the best compared isomer or geometry (same formula, charge and spin): 0.0 kJ/mol.

No. 8
ORCA calculation (wB97M-V/def2-TZVPD) on a 2-piece molecular cluster, C10H12BrN2OP overall.

Last column: natural (NBO) charge in e.
Cartesian coordinates (Å):
1 C 2.93453 2.01929 -0.36612  -0.203
2 C 2.68123 0.97172 -1.26107  -0.232
3 C 2.74718 1.75725 1.01882  -0.216
4 C 2.25783 -0.23619 -0.75518  -0.256
5 C 2.38832 0.53553 1.47092  -0.217
6 C 2.04452 -0.48554 0.55203  -0.086
7 C -1.61340 2.05811 -1.13559  0.109
8 C -1.29779 0.86874 -1.91005  -0.256
9 C -2.81005 -2.32735 1.44155  -0.216
10 C -2.82319 -2.55716 0.00684  -0.251
11 N -1.83342 0.89131 -0.58452  -0.469
12 N -2.46112 -1.19085 0.65155  -0.775
13 O -0.86732 0.24144 2.01836  -1.086
14 P -1.03361 -0.22618 0.61589  1.535
15 Br 1.47455 -2.11476 1.30988  0.097
16 H 3.18673 3.05607 -0.67584  0.216
17 H 2.75552 1.26962 -2.27890  0.219
18 H 3.10788 2.58142 1.69845  0.219
19 H 1.93081 -0.96312 -1.64170  0.227
20 H 2.36190 0.37104 2.56756  0.241
21 H -1.50533 3.09514 -0.90446  0.237
22 H -1.93161 0.58773 -2.73380  0.196
23 H -0.30208 0.57355 -1.89154  0.196
24 H -3.75438 -2.35123 1.97332  0.192
25 H -2.09427 -2.96162 1.91523  0.187
26 H -1.97026 -3.10760 -0.35667  0.184
27 H -3.57316 -2.35635 -0.74492  0.208

As for the LUMO energy (spin up / spin down): -0.0214 / -0.0215 Ha. The highest occupied orbital energy (spin up / spin down) comes out at -7.52 / -7.52 eV. The HOMO-LUMO gap (spin up / spin down) comes out at 6.94 / 6.94 eV. As for the energy relative to the best compared isomer or geometry (same formula, charge and spin): 37.5 kJ/mol.

No. 9
ORCA calculation (wB97M-V/def2-TZVPD) on C10H12Cl3N8O2V as an isolated structure.

Last column: Löwdin spin population.
Cartesian coordinates (Å):
1 V -0.78949 -1.26726 -0.82026  0.978
2 N -1.45961 0.31483 -1.84554  0.002
3 C -1.62424 1.46821 -1.97764  0.013
4 N -1.85435 2.69513 -2.22658  0.006
5 C -1.58396 3.63412 -1.32607  0.001
6 N -1.37899 4.52159 -0.61025  0.000
7 Cl 1.13497 -4.77229 -1.32430  -0.001
8 C 0.14228 -4.37249 0.07643  -0.003
9 Cl 0.99548 -4.96281 1.57369  -0.004
10 Cl -1.41435 -5.19246 -0.03771  -0.001
11 C 0.00552 -2.86236 0.29036  -0.018
12 O 0.97881 -2.08850 -0.06582  -0.002
13 O -1.02606 -2.40425 0.91726  -0.001
14 N -1.35064 -2.51847 -2.25689  -0.001
15 C -1.75498 -3.23607 -3.09081  0.017
16 N -2.09138 -4.10134 -3.94810  0.009
17 C -2.95655 -3.91138 -4.93278  0.002
18 N -3.70141 -3.85017 -5.81652  0.000
19 C 2.09600 1.11455 2.33338  0.000
20 C 1.22955 2.02545 1.46329  0.000
21 C 2.09999 3.06397 0.76621  0.000
22 C 0.16152 2.72043 2.29661  0.000
23 N 0.56764 1.28938 0.36327  0.001
24 N -0.29570 0.23087 0.77516  -0.001
25 H 2.58506 1.69272 3.12113  0.000
26 H 2.87281 0.63084 1.73586  0.000
27 H 1.51818 0.33146 2.83050  0.000
28 H 2.62400 3.67545 1.50414  0.000
29 H 1.48740 3.71170 0.13933  0.000
30 H 2.85562 2.57723 0.14150  0.000
31 H 0.63427 3.41481 2.99432  0.000
32 H -0.42142 2.01157 2.89069  0.000
33 H -0.50959 3.29162 1.65208  0.000
34 H 1.27460 0.84802 -0.21622  0.001
35 H -1.15490 0.63738 1.12956  0.001
36 H 0.10393 -0.36151 1.50072  0.002

As for the LUMO energy (spin up / spin down): 0.0886 / 0.0882 Ha. Its total charge is -1. The highest occupied orbital energy (spin up / spin down) comes out at -5.32 / -4.71 eV. Its multiplicity is 2. The HOMO-LUMO gap (spin up / spin down) comes out at 7.73 / 7.11 eV. As for the energy relative to the best compared isomer or geometry (same formula, charge and spin): 24.2 kJ/mol.

- Which formula does entry 7 have?
  C10H12Br6F6O4